ORCA calculation (wB97M-V/def2-TZVPD) on a 6-piece molecular cluster, C17H33FN2O23PS5 overall.

The geometry in XYZ format:
```
82
Properties=species:S:1:pos:R:3:forces:R:3:lowdin_charge:R:1
S -4.8389 -0.8214 1.3109 -0.8 -0.9 0.1 0.607
S 8.3377 3.8112 -2.2853 0.1 -0.2 0.3 0.618
S 8.0099 -1.7071 2.6890 -0.2 0.0 -0.1 0.620
S -4.6505 1.6413 -2.6371 -0.8 0.2 -0.3 0.602
S -4.8542 -6.6421 -0.9499 0.5 -0.5 -0.2 0.617
P 1.3174 2.8094 0.6992 -0.6 0.2 -0.6 0.953
F 4.0356 1.2604 0.5455 -1.2 0.1 -0.3 0.078
O -6.1004 1.8851 -1.9954 0.3 -0.2 -0.3 -0.187
O -4.7847 -0.0504 0.1179 0.3 0.1 0.1 -0.225
O 6.8842 3.9720 -1.5972 0.3 0.2 0.2 -0.193
O 8.1353 -3.1077 2.5261 0.1 0.0 0.2 -0.202
O -3.3968 -5.9771 -1.0843 -0.3 -0.2 -0.1 -0.189
O 9.0403 3.0021 -1.0837 -0.4 0.0 -0.3 -0.175
O 3.0406 -0.6888 0.2441 0.4 0.1 0.2 0.211
O -4.3749 -8.1491 -0.6830 0.0 0.5 0.3 -0.179
O 2.5805 3.2613 1.6900 -0.9 -0.9 -0.1 -0.103
O 7.7153 -1.0425 1.2478 0.0 0.3 0.5 -0.187
O -5.4740 -6.1544 0.2353 -0.1 -0.1 -0.2 -0.238
O -4.8936 2.4289 -4.0150 0.2 0.2 0.6 -0.183
O -1.1432 -0.6803 0.3081 0.8 0.3 -0.2 -0.069
O -5.4929 -6.5766 -2.2117 -0.2 0.3 0.1 -0.201
O -6.3665 -1.1356 1.6620 0.6 0.1 0.2 -0.173
O 8.9896 -0.9248 3.3470 0.1 -0.1 -0.1 -0.208
O -4.3811 -2.3166 0.9638 -0.2 0.6 -0.1 -0.185
O -4.1765 -0.4030 2.4983 0.1 0.3 -0.2 -0.217
O -4.5079 0.2603 -2.9193 0.3 0.0 0.2 -0.206
O -3.6817 2.3620 -1.8806 0.2 -0.1 -0.1 -0.232
O 6.5673 -1.4065 3.3489 0.1 -0.2 -0.4 -0.178
O 8.2147 2.9393 -3.3956 0.1 0.1 0.0 -0.210
O 8.9236 5.0951 -2.3872 -0.1 0.0 -0.1 -0.203
N 1.4233 3.8843 -0.5846 0.1 -0.6 1.5 -0.014
N 1.8892 3.5173 4.0330 0.1 -0.5 0.5 0.230
C 8.1938 2.9947 0.0678 0.0 0.3 0.4 -0.158
C 2.9376 0.4812 0.2866 -0.2 -0.8 -0.2 -0.445
C -0.2167 2.9686 1.6438 -0.2 0.4 -0.2 -0.223
C -5.4228 -3.2442 1.3250 -0.2 -0.4 0.4 -0.143
C -6.2992 2.6508 -4.1938 -0.4 -0.3 -0.2 -0.156
C 1.5726 1.1233 -0.0053 1.0 0.8 0.4 -0.093
C -2.1815 1.4986 0.8045 -0.2 0.0 -0.7 -0.179
C -1.6489 0.5178 -0.2784 -0.7 0.1 0.4 -0.237
C 6.3096 -0.8343 1.1009 -0.3 -0.5 -0.1 -0.185
C -6.7034 -2.4509 1.1872 -0.1 -0.2 -0.5 -0.140
C -2.9902 -8.2772 -1.0301 0.3 -0.1 -0.5 -0.157
C 6.7856 3.0795 -0.4890 0.0 -0.5 -0.1 -0.191
C -6.8353 2.8268 -2.7884 0.0 0.5 0.0 -0.155
C -2.3910 -6.9249 -0.7030 0.2 -0.2 0.4 -0.160
C -1.5169 2.8841 0.7595 -0.3 0.0 0.5 -0.198
C 2.2606 3.2559 2.9798 0.2 1.0 -0.9 -0.353
C 5.8149 -0.5401 2.5033 0.0 0.5 -0.1 -0.185
H -2.0554 1.0681 1.8107 0.0 0.1 -0.3 0.115
H -2.2219 3.5995 1.2131 0.4 -0.1 -0.2 0.128
H -7.0107 -2.3671 0.1427 0.0 0.0 0.0 0.140
H -0.8490 1.0399 -0.8346 -0.1 -0.6 0.1 0.096
H -5.4024 -4.1155 0.6741 0.2 0.3 0.0 0.097
H 6.1157 -0.0253 0.4031 0.3 0.0 0.0 0.103
H 4.7499 -0.7346 2.6102 0.1 -0.2 0.2 0.124
H -1.3592 3.2516 -0.2693 -0.1 -0.3 0.2 0.099
H 1.9467 4.7211 -0.3319 -0.1 0.0 -0.3 0.094
H -5.2582 -3.5582 2.3578 0.0 0.0 0.0 0.143
H 1.5113 1.2147 -1.1056 0.0 0.2 0.4 0.135
H -2.4087 0.2413 -1.0224 0.1 0.3 0.3 0.101
H -7.9013 2.6242 -2.7216 0.1 -0.2 0.1 0.140
H -6.4695 3.5236 -4.8186 0.3 0.0 0.0 0.139
H 6.0701 3.4571 0.2389 0.0 0.2 -0.1 0.126
H -2.5309 -9.0850 -0.4666 -0.2 0.0 0.1 0.139
H -3.2637 1.6062 0.6564 0.4 0.2 0.0 0.089
H 5.8635 -1.7543 0.7157 -0.1 0.1 0.0 0.137
H 6.0291 0.4929 2.7934 0.0 0.0 0.0 0.131
H -0.2678 2.2652 2.4899 0.2 0.0 -0.4 0.117
H -6.7251 1.7687 -4.6766 0.0 0.0 0.0 0.137
H -7.5181 -2.8681 1.7725 0.0 0.2 0.2 0.143
H 8.3583 2.0905 0.6515 0.2 -0.1 -0.2 0.133
H -0.2107 3.9766 2.1001 0.4 -0.3 -0.2 0.117
H -1.4694 -6.7356 -1.2480 -0.1 0.2 -0.1 0.137
H 0.7982 0.3975 0.2982 0.2 0.2 0.2 0.095
H -2.9250 -8.4953 -2.0983 0.0 0.0 0.0 0.137
H -2.2086 -6.8192 0.3687 0.0 0.0 0.0 0.134
H 6.4478 2.1085 -0.8634 0.0 0.0 0.1 0.118
H 8.4333 3.8689 0.6774 0.0 0.0 0.0 0.138
H -1.7938 -1.0435 0.9209 0.0 0.1 -0.1 0.081
H -6.6309 3.8296 -2.4069 0.0 0.0 0.0 0.135
H 0.5012 4.1009 -0.9591 0.2 0.1 -0.2 0.080
```
Positions in Å, forces in eV/Å.

## Properties
E   -134407.294 eV
Net charge   +1
Frontier orbital gap   9.232 eV

ORCA calculation (wB97M-V/def2-TZVPD) on a 2-piece molecular cluster, C8H11N4O2 overall.

The geometry in XYZ format:
```
25
Properties=species:S:1:pos:R:3:forces:R:3:lowdin_charge:R:1
O 3.7937 -1.8951 -0.1659 -0.3 -2.0 -0.2 0.102
O -0.5350 -2.1637 -0.5602 3.1 -0.9 -0.4 0.115
N 1.6797 -0.0874 -0.2746 2.7 -4.1 -0.4 0.077
N -2.2760 1.1289 -0.2406 -1.6 0.6 0.2 0.066
N -1.5329 -0.3304 1.1376 -2.9 1.0 -1.6 0.101
N 1.6790 2.0078 -0.0143 -1.3 0.3 0.6 0.023
C -1.4067 0.9001 0.7432 0.7 1.1 -1.1 -0.106
C -2.3920 -1.1655 0.3632 -2.8 0.2 0.3 -0.207
C 3.0330 0.2596 0.0325 -2.6 1.3 -0.2 -0.188
C -3.0489 -0.0786 -0.6380 0.0 -0.6 -0.2 -0.036
C 0.8987 0.8890 -0.3712 -2.8 4.2 0.5 -0.152
C 4.0242 -0.7494 0.0011 3.4 2.4 0.5 -0.270
C -1.6823 -2.2588 -0.3759 -3.9 0.4 -1.8 -0.221
C 2.9720 1.6143 0.2110 1.4 1.0 -0.1 -0.030
H 3.7482 2.4132 0.3319 -0.7 -1.3 0.2 0.154
H -2.5865 1.9618 -0.7499 1.1 -0.1 0.9 0.175
H -2.4611 -2.9315 -0.9791 1.7 0.5 1.2 0.181
H 1.3497 -1.0576 -0.5066 0.8 1.3 0.4 0.150
H -3.1563 -1.6388 1.0505 0.5 0.6 -0.9 0.171
H -2.8060 -0.1509 -1.7367 -0.3 -0.8 1.1 0.144
H 1.2434 2.9098 0.3504 1.2 -1.7 -1.2 0.176
H -0.8787 -0.7551 1.6199 4.1 -2.3 3.2 0.103
H -4.1951 -0.0570 -0.5465 1.9 0.5 0.2 0.151
H 5.0935 -0.2661 0.1227 -1.3 -1.2 -0.1 0.161
H -0.5575 1.5013 1.1958 -2.1 -0.3 -0.7 0.160
```
Positions in Å, forces in eV/Å.

## Properties
Energy above the lowest of the compared OMol25 structures with the same formula, charge and spin   85.0 kcal per mole
E   -18520.035 eV
Net charge   +1
Frontier orbital gap   9.248 eV

ORCA calculation (wB97M-V/def2-TZVPD) on a single CF4OP2 molecule.

The geometry in XYZ format:
```
8
Properties=species:S:1:pos:R:3:forces:R:3:lowdin_charge:R:1
P -1.2348 0.7264 0.3272 -2.4 -1.2 -2.0 0.962
P 1.7607 0.1609 0.5059 -0.3 -0.9 -0.1 0.894
F -0.7730 0.8416 -1.2538 -1.0 0.2 1.5 -0.308
F -2.4873 -0.3465 0.0685 1.5 1.4 0.4 -0.314
F 1.5164 0.4155 -1.0410 1.1 0.1 -0.1 -0.291
F 1.0541 1.4666 1.0829 0.4 1.0 0.2 -0.357
O -0.2105 -1.7955 0.6786 -0.8 -2.6 0.3 0.048
C 0.0210 -0.6589 0.6104 1.6 2.0 -0.2 -0.632
```
Positions in Å, forces in eV/Å.

## Properties
Energy above the lowest of the compared OMol25 structures with the same formula, charge and spin   10.9 kcal per mole
E   -32533.755 eV
Frontier orbital gap   8.477 eV
SMILES   O=C(P(F)F)P(F)F

ORCA calculation (wB97M-V/def2-TZVPD) on C5H12N2 as an isolated structure.

The geometry in XYZ format:
```
19
Properties=species:S:1:pos:R:3:forces:R:3:lowdin_charge:R:1
N 0.1433 0.6959 0.7573 -1.2 0.2 0.4 -0.113
N -2.4757 0.3497 0.2436 0.2 -0.6 0.0 0.034
C 0.3856 -0.4889 0.0609 -1.0 -1.2 0.1 -0.492
C -1.4458 -0.0481 0.8799 1.0 2.1 0.0 -0.276
C 1.2938 -1.4463 0.7969 0.1 0.0 -0.1 -0.042
C 0.4585 -0.5197 -1.4465 0.0 0.0 0.1 -0.035
C 0.0827 1.9684 0.0677 -0.1 -0.1 -0.1 -0.129
H 1.3532 0.0202 -1.7709 0.0 0.0 0.1 0.092
H -1.4434 -0.2462 1.9463 0.1 -0.6 -0.2 0.127
H 0.7199 2.0091 -0.8211 -0.1 0.0 0.0 0.069
H 2.3201 -1.0766 0.6984 0.0 0.0 0.0 0.093
H 1.2426 -2.4606 0.3956 0.0 0.1 0.0 0.082
H -0.4001 -0.0211 -1.9001 0.0 0.0 0.0 0.082
H -2.4525 0.4081 -0.7649 0.1 0.4 0.0 0.035
H 0.5320 -1.5407 -1.8216 0.0 0.0 0.1 0.086
H 1.0528 -1.4541 1.8603 0.0 0.0 -0.1 0.084
H -0.8266 -1.1074 0.2925 0.9 -0.2 -0.1 0.161
H -0.9515 2.2081 -0.2289 0.0 0.0 -0.1 0.067
H 0.4113 2.7501 0.7544 0.0 0.0 -0.1 0.072
```
Positions in Å, forces in eV/Å.

## Properties
Energy above the lowest of the compared OMol25 structures with the same formula, charge and spin   106.7 kcal per mole
E   -8355.507 eV
Frontier orbital gap   8.658 eV